{
  "formula": "C28H39BrN3O2Si3V",
  "method": "ωB97M-V/def2-TZVPD",
  "total_energy_ev": -157587.64581,
  "relative_energy_kj_mol": 0.00,
  "s2": 2.04,
  "multiplicity": 3,
  "max_force_ev_per_a": 0.643,
  "total_charge": 2,
  "lumo_ha": [-0.239, -0.219],
  "species": ["Br", "V", "Si", "Si", "Si", "O", "O", "N", "N", "N", "C", "C", "C", "C", "C", "C", "C", "C", "C", "C", "C", "C", "C", "C", "C", "C", "C", "C", "C", "C", "C", "C", "C", "C", "C", "C", "C", "C", "H", "H", "H", "H", "H", "H", "H", "H", "H", "H", "H", "H", "H", "H", "H", "H", "H", "H", "H", "H", "H", "H", "H", "H", "H", "H", "H", "H", "H", "H", "H", "H", "H", "H", "H", "H", "H", "H", "H"],
  "coordinates": [[-3.595203, -5.670811, 1.264319], [0.393909, -0.109548, -0.482665], [-0.428147, 2.690876, 0.028165], [1.144778, 1.799730, -2.557433], [-2.035672, 1.147545, -2.248016], [-0.592115, -1.320852, 0.930729], [0.056554, -1.828385, -1.513045], [-0.411211, -3.084878, -3.667460], [0.200474, -5.194616, -3.318970], [1.538967, 0.913536, 0.911657], [-1.822387, 0.198151, -3.846538], [1.429704, -5.571739, -5.513300], [1.838576, 0.122708, -3.093709], [-1.914193, 2.490884, 1.137410], [-0.979541, -0.967677, 2.284535], [-0.297242, 4.461340, -0.519070], [1.774595, -4.893605, -6.663517], [0.693862, -4.855352, -4.575377], [2.582023, 0.449688, 1.617727], [1.090801, 2.188411, 1.089148], [-3.133804, 0.126149, -1.118082], [-2.847887, 2.794299, -2.573152], [0.317992, -3.525650, -4.771884], [0.588241, 2.847145, -3.989158], [2.599868, 2.635501, -1.720595], [-0.340160, 1.421012, -1.375960], [2.801139, 2.529422, 2.748402], [-2.392347, -4.514896, 0.404723], [-1.058780, -3.967294, -1.513947], [-0.481098, -4.123482, -2.860877], [-1.944882, -3.386814, 1.088375], [0.674611, -2.851738, -5.938847], [-0.678961, -2.805292, -0.858095], [3.242734, 1.229897, 2.542592], [-1.972032, -4.805301, -0.886408], [-1.096632, -2.522805, 0.425361], [1.718836, 3.002401, 2.020134], [1.404342, -3.553571, -6.873753], [-0.853821, 0.314311, -4.331178], [-2.070607, 1.466676, 1.477099], [-0.021584, -2.043653, -2.526043], [-2.253570, 3.429473, -3.231606], [-0.213938, 2.413574, -4.583493], [-2.827868, 2.812707, 0.635745], [-2.623343, -0.718892, -0.648666], [0.185676, -6.116923, -2.913659], [3.298363, 3.166528, 3.467942], [-1.186800, 4.731113, -1.090666], [2.222951, -0.510632, -2.280668], [1.711899, -6.604051, -5.358926], [-3.936596, -0.301349, -1.724726], [-1.791108, 3.121461, 2.021513], [1.366624, 4.015550, 2.165272], [0.255161, 3.822887, -3.628822], [1.693540, -3.071459, -7.797346], [2.722186, 0.334215, -3.703423], [-0.272808, 5.111384, 0.359367], [1.441850, 3.018158, -4.649564], [2.366747, 3.544268, -1.168338], [1.161090, -0.474361, -3.706431], [3.297297, 2.918240, -2.514437], [-1.995892, -0.870074, -3.706441], [-2.574237, 0.555852, -4.554968], [-0.610149, -1.729208, 2.968136], [3.141973, 1.963834, -1.051798], [0.575190, 4.685341, -1.129248], [-2.334736, -5.693404, -1.385519], [-2.290656, -3.199364, 2.094006], [-3.064182, 3.352495, -1.661018], [4.084408, 0.825630, 3.086094], [-3.804805, 2.614573, -3.070150], [0.371746, -1.826270, -6.105731], [2.888973, -0.571671, 1.424355], [-0.510980, -0.012181, 2.495975], [2.340675, -5.406907, -7.428407], [-2.063232, -0.882295, 2.339123], [-3.603504, 0.719120, -0.333249]],
  "atomic_forces_ev_per_a": [[-0.011, -0.004, 0.006], [-0.148, -0.252, -0.185], [0.008, -0.028, 0.013], [-0.020, 0.023, 0.035], [0.052, 0.013, 0.054], [-0.064, 0.148, -0.020], [0.191, 0.313, 0.529], [0.413, 0.016, 0.163], [-0.474, -0.183, -0.263], [-0.025, -0.042, -0.029], [-0.007, -0.009, -0.033], [-0.017, -0.002, -0.019], [0.017, 0.024, -0.037], [-0.007, 0.014, 0.003], [0.022, -0.039, 0.007], [0.000, 0.002, 0.008], [-0.002, -0.007, 0.005], [0.015, -0.002, 0.049], [0.011, 0.001, -0.009], [-0.018, -0.041, 0.074], [-0.023, -0.001, -0.030], [-0.007, -0.007, -0.014], [0.018, 0.085, -0.002], [0.012, -0.022, -0.018], [0.003, -0.001, -0.005], [-0.019, 0.098, 0.015], [0.005, 0.000, 0.003], [-0.002, -0.042, -0.019], [-0.027, 0.213, -0.033], [-0.014, -0.002, 0.158], [-0.030, 0.054, -0.004], [0.001, -0.003, 0.000], [-0.249, 0.213, -0.177], [0.002, -0.001, -0.002], [0.304, -0.216, 0.134], [0.086, -0.144, -0.037], [0.017, 0.008, -0.027], [-0.006, 0.002, 0.003], [-0.006, 0.015, 0.003], [-0.005, -0.003, -0.008], [-0.081, -0.182, -0.394], [0.006, 0.002, -0.002], [-0.007, 0.004, 0.004], [-0.006, 0.010, 0.003], [-0.002, -0.013, -0.022], [0.083, 0.010, 0.039], [-0.001, 0.002, 0.000], [-0.009, 0.002, 0.001], [-0.002, -0.005, 0.000], [0.002, -0.001, 0.003], [-0.020, 0.016, 0.008], [-0.001, 0.000, 0.003], [0.000, 0.001, 0.001], [0.006, 0.006, -0.004], [0.002, 0.002, 0.001], [0.003, 0.005, 0.001], [0.003, 0.006, -0.003], [-0.001, 0.003, -0.005], [0.004, 0.002, -0.005], [-0.006, -0.013, 0.042], [0.004, -0.003, 0.001], [0.026, -0.019, 0.015], [-0.013, -0.030, -0.003], [-0.014, -0.003, 0.004], [-0.002, -0.002, 0.003], [-0.002, -0.001, -0.003], [-0.012, 0.003, 0.000], [0.004, -0.002, 0.001], [0.001, 0.003, 0.004], [0.000, 0.000, 0.001], [0.000, 0.004, -0.005], [0.001, -0.009, -0.011], [0.004, 0.001, 0.002], [0.007, -0.008, 0.007], [0.003, 0.001, 0.001], [0.004, 0.012, 0.002], [0.022, 0.002, 0.021]]
}